1.
The following is a DFT calculation (ωB97M-V with the def2-TZVPD basis set) of C46H40BrN4O3P2Sn as an isolated structure.

Last column: Löwdin charge in e.
Positions of all 97 atoms, in Å:
Sn: 0.256 0.706 -1.021  1.25
Br: -1.751 -3.268 -6.941  0.84
C: -1.543 -2.071 -5.513  -0.68
C: -2.675 -1.557 -4.861  -0.06
C: -2.559 -0.694 -3.795  0.00
C: -1.303 -0.287 -3.337  -0.32
O: -1.250 0.567 -2.319  -0.15
C: -0.155 -0.769 -4.015  -0.13
C: 1.168 -0.386 -3.699  0.00
N: 1.553 0.407 -2.728  0.01
C: 2.925 0.687 -2.520  -0.20
C: 3.879 0.736 -3.501  0.03
C: 5.224 1.021 -3.183  -0.01
C: 5.600 1.289 -1.898  0.02
C: 4.627 1.308 -0.870  -0.12
C: 4.927 1.623 0.473  0.06
C: 3.928 1.668 1.410  0.01
C: 2.614 1.407 1.011  -0.07
N: 2.303 1.079 -0.234  0.01
C: 3.285 1.015 -1.188  -0.16
C: -0.303 -1.674 -5.100  -0.05
H: -3.658 -1.849 -5.209  0.12
H: -3.440 -0.305 -3.302  0.14
H: 1.948 -0.787 -4.345  0.15
H: 3.617 0.569 -4.538  0.13
H: 5.956 1.035 -3.979  0.13
H: 6.631 1.508 -1.654  0.14
H: 5.952 1.841 0.747  0.14
H: 4.129 1.920 2.441  0.13
H: 1.796 1.486 1.719  0.10
H: 0.581 -2.038 -5.609  0.12
O: -1.005 0.761 0.597  -0.39
P: -1.049 0.240 2.053  0.85
C: -0.132 -1.333 2.107  -0.26
P: -0.038 -2.256 0.543  0.84
O: 0.424 -1.295 -0.577  -0.37
C: -1.641 -2.935 0.212  -0.31
C: -2.367 -3.562 1.230  -0.08
C: -3.616 -4.087 0.956  -0.04
C: -4.142 -3.990 -0.328  -0.03
C: -3.416 -3.379 -1.342  -0.04
C: -2.161 -2.854 -1.078  -0.05
C: 1.179 -3.519 0.794  -0.29
C: 0.850 -4.867 0.657  -0.05
C: 1.825 -5.833 0.863  -0.03
C: 3.115 -5.455 1.199  -0.03
C: 3.449 -4.109 1.327  -0.05
C: 2.485 -3.140 1.126  -0.08
C: -0.232 1.362 3.163  -0.34
C: -0.354 2.730 2.902  -0.07
C: 0.226 3.646 3.765  -0.04
C: 0.913 3.200 4.889  -0.03
C: 1.028 1.842 5.155  -0.04
C: 0.456 0.917 4.293  -0.07
C: -2.743 0.026 2.506  -0.28
C: -3.150 0.285 3.817  -0.05
C: -4.476 0.092 4.170  -0.04
C: -5.388 -0.346 3.220  -0.03
C: -4.985 -0.595 1.912  -0.04
C: -3.664 -0.414 1.548  -0.07
H: -0.580 -1.996 2.852  0.09
H: 0.896 -1.145 2.429  0.07
H: -1.962 -3.654 2.232  0.12
H: -4.180 -4.577 1.738  0.12
H: -5.118 -4.406 -0.540  0.12
H: -3.823 -3.324 -2.343  0.11
H: -1.585 -2.396 -1.870  0.09
H: -0.155 -5.164 0.389  0.11
H: 1.574 -6.879 0.760  0.12
H: 3.871 -6.211 1.361  0.13
H: 4.460 -3.825 1.584  0.12
H: 2.750 -2.091 1.213  0.10
H: -0.896 3.073 2.029  0.10
H: 0.132 4.706 3.572  0.12
H: 1.354 3.919 5.568  0.13
H: 1.552 1.503 6.039  0.12
H: 0.540 -0.139 4.519  0.11
H: -2.445 0.643 4.556  0.11
H: -4.799 0.295 5.182  0.12
H: -6.424 -0.488 3.498  0.13
H: -5.706 -0.926 1.177  0.12
H: -3.353 -0.600 0.527  0.11
C: 1.683 5.969 -2.135  0.02
C: 0.749 4.912 -1.666  -0.25
C: -0.577 4.971 -1.283  0.06
C: -0.976 3.665 -0.996  -0.28
N: 0.067 2.836 -1.184  -0.03
N: 1.112 3.621 -1.576  0.08
C: -2.325 3.217 -0.551  0.00
H: 1.300 6.950 -1.866  0.10
H: 1.782 5.934 -3.221  0.10
H: 2.673 5.852 -1.695  0.09
H: -1.190 5.854 -1.231  0.14
H: 1.984 3.215 -1.879  0.15
H: -3.080 3.767 -1.111  0.11
H: -2.480 3.447 0.505  0.09
H: -2.480 2.155 -0.710  0.06

Kohn-Sham gap in eV: 6.780
Charge: +3
Energy in eV: -154888.369
Max |F| in hartree/bohr: 0.010
Energy relative to the best compared isomer or geometry (same formula, charge and spin) in kcal/mol: 2.0
HOMO energy in eV: -15.2



2.
The following is a DFT calculation (ωB97M-V with the def2-TZVPD basis set) of one molecule with the formula C4H9NO.

Last column: natural (NBO) charge in e.
Positions of all 15 atoms, in Å:
C: 0.444 -2.011 0.464  -0.60
C: -0.247 -1.262 -0.604  -0.24
N: 0.030 0.122 -0.599  -0.61
C: -0.589 0.967 0.236  0.65
C: -0.140 2.403 0.261  -0.71
O: -1.438 0.538 1.024  -0.64
H: 0.246 -3.186 0.274  0.21
H: 1.716 -2.109 0.432  0.20
H: 0.015 -1.678 1.314  0.22
H: -1.445 -1.361 -0.684  0.23
H: 0.293 -1.542 -1.505  0.19
H: 0.767 0.513 -1.261  0.40
H: 0.333 2.758 -0.636  0.21
H: 0.894 2.688 0.859  0.24
H: -0.879 3.159 0.424  0.24

Kohn-Sham gap in eV: 10.364
Charge: 0
Energy in eV: -7830.016
Max |F| in hartree/bohr: 0.127
Energy relative to the best compared isomer or geometry (same formula, charge and spin) in kcal/mol: 53.1
HOMO energy in eV: -9.6



3.
The following is a DFT calculation (ωB97M-V with the def2-TZVPD basis set) of one molecule with the formula C2H6ClOPS.

Last column: natural (NBO) charge in e.
Positions of all 12 atoms, in Å:
C: -0.621 -0.881 1.700  -0.25
O: 0.032 -1.981 1.328  -0.74
P: 0.631 -1.916 -0.554  0.87
Cl: 0.395 -3.842 -0.985  -0.25
S: -1.079 -1.091 -1.441  -0.09
C: -0.372 0.242 -2.492  -0.74
H: -1.158 -0.515 0.872  0.17
H: -0.037 -0.034 2.252  0.14
H: -1.322 -1.242 2.534  0.18
H: -0.594 0.104 -3.590  0.26
H: 0.780 0.047 -2.424  0.23
H: -0.431 1.119 -1.921  0.23

Kohn-Sham gap in eV: 9.547
Charge: 0
Energy in eV: -36864.487
Max |F| in hartree/bohr: 0.112
Energy relative to the best compared isomer or geometry (same formula, charge and spin) in kcal/mol: 49.4
HOMO energy in eV: -9.3



4.
The following is a DFT calculation (ωB97M-V with the def2-TZVPD basis set) of C14H22BBr13NO3 as an isolated structure.

Last column: natural (NBO) charge in e.
Positions of all 54 atoms, in Å:
C: 3.312 0.252 1.917  -0.37
C: 2.949 -0.401 0.820  0.03
C: 2.243 -0.688 -0.624  -0.48
C: 0.652 -0.243 -0.613  0.25
C: -0.035 -1.532 0.069  -0.43
C: -1.496 -1.255 0.713  -0.43
C: -2.706 -1.559 -0.340  -0.43
C: -4.140 -0.999 0.155  -0.41
C: -4.178 0.599 0.418  -0.24
N: -5.634 1.016 0.560  -0.85
O: 0.725 1.005 0.174  -0.78
B: 1.000 2.169 -0.723  0.60
Br: 2.959 2.790 -0.738  -0.38
O: 0.898 1.574 -2.083  -0.76
C: 0.031 0.391 -1.971  0.34
O: -1.286 1.012 -1.934  -0.74
H: 3.450 0.835 2.908  0.29
H: 2.235 -1.831 -0.785  0.21
H: 2.838 -0.124 -1.442  0.28
H: -0.111 -2.411 -0.694  0.21
H: 0.632 -1.912 0.947  0.22
H: -1.653 -2.023 1.580  0.20
H: -1.585 -0.214 1.218  0.23
H: -2.419 -1.216 -1.398  0.22
H: -2.817 -2.719 -0.399  0.20
H: -4.970 -1.286 -0.588  0.21
H: -4.402 -1.517 1.161  0.20
H: -3.789 1.110 -0.535  0.18
H: -3.596 0.878 1.375  0.20
H: -5.670 1.756 1.295  0.35
H: -5.900 1.524 -0.309  0.35
H: 0.423 3.179 -0.508  -0.11
H: 0.157 -0.279 -2.925  0.16
H: -1.679 0.938 -1.028  0.48
C: 7.342 0.299 3.249  -0.51
Br: 8.589 1.745 2.888  0.05
Br: 6.795 0.268 5.112  0.05
Br: 5.812 0.343 2.049  0.18
H: 7.872 -0.634 3.057  0.22
C: 1.609 4.913 2.865  -0.49
Br: 1.782 6.101 1.339  0.08
Br: -0.147 5.044 3.686  0.04
Br: 2.057 3.082 2.407  0.15
H: 2.334 5.243 3.609  0.22
C: -3.764 -5.911 0.567  -0.49
Br: -2.094 -5.133 1.178  0.10
Br: -5.198 -4.603 0.528  0.10
Br: -3.560 -6.809 -1.141  0.08
H: -4.046 -6.671 1.296  0.22
C: 1.528 0.799 -5.618  -0.48
Br: 2.467 -0.534 -4.567  0.09
Br: 2.448 2.507 -5.605  0.11
Br: 1.180 0.179 -7.426  0.05
H: 0.558 0.955 -5.143  0.24

Kohn-Sham gap in eV: 6.548
Charge: -1
Energy in eV: -933732.972
Max |F| in hartree/bohr: 0.137
HOMO energy in eV: -5.3



5.
The following is a DFT calculation (ωB97M-V with the def2-TZVPD basis set) of one molecule with the formula C2H3IN2.

Last column: natural (NBO) charge in e.
Positions of all 8 atoms, in Å:
C: -1.436 0.872 0.787  -0.08
N: -0.969 0.354 -0.233  -0.25
N: 0.696 -0.114 0.100  -0.31
C: 1.182 -0.794 -0.874  -0.04
I: 3.103 -1.585 -0.408  0.10
H: -2.481 1.438 0.739  0.19
H: -1.047 0.942 1.752  0.18
H: 0.952 -1.113 -1.864  0.21

Kohn-Sham gap in eV: 9.443
Charge: 0
Energy in eV: -13200.027
Max |F| in hartree/bohr: 0.071
Energy relative to the best compared isomer or geometry (same formula, charge and spin) in kcal/mol: 41.2
HOMO energy in eV: -9.4



6.
The following is a DFT calculation (ωB97M-V with the def2-TZVPD basis set) of one molecule with the formula C7H8O2.

Last column: natural (NBO) charge in e.
Positions of all 17 atoms, in Å:
O: -2.602 -1.700 -0.083  -0.55
C: -1.648 -0.989 0.001  0.79
O: -0.397 -1.347 -0.403  -0.48
C: 0.557 -0.359 -0.008  0.23
C: 1.761 -0.901 0.691  -0.43
C: 1.837 -0.374 -0.719  -0.44
C: -0.222 0.869 0.392  -0.24
C: -1.205 1.437 -0.583  -0.39
C: -1.636 0.434 0.490  -0.35
H: 1.779 -1.970 0.834  0.24
H: 2.223 -0.254 1.476  0.22
H: 1.969 -1.124 -1.502  0.23
H: 2.398 0.541 -0.915  0.23
H: 0.223 1.537 1.147  0.24
H: -1.562 2.433 -0.485  0.23
H: -1.151 1.042 -1.610  0.22
H: -2.325 0.724 1.278  0.25

Kohn-Sham gap in eV: 10.738
Charge: 0
Energy in eV: -11482.252
Max |F| in hartree/bohr: 0.036
Energy relative to the best compared isomer or geometry (same formula, charge and spin) in kcal/mol: 30.2
HOMO energy in eV: -9.9